Molecular formula: C31H27BrN8ORuS3
Method: DFT, ωB97M-V/def2-TZVPD

Calculated values
Molar mass in g/mol: 804.8
Total charge: 0
Multiplicity: 5
Calculated total energy in Ha: -5574.10095
Gap between HOMO and LUMO (alpha / beta) in eV: 4.28 / 5.19

CARTESIAN COORDINATES (ANGSTROEM)
Ru  0.0703  1.1004  0.8625
Br  -7.9483  -1.7409  -5.8750
C  -6.0518  -1.8173  -5.8685
C  -5.3725  -1.9128  -4.6633
C  -3.9946  -2.0078  -4.6676
C  -3.2805  -2.0103  -5.8811
C  -3.9927  -1.9046  -7.0866
C  -5.3676  -1.7991  -7.0782
N  -1.9415  -2.3189  -5.9520
N  -1.1040  -2.1594  -5.0170
C  -1.0252  -1.2288  -4.0388
C  -1.2871  0.1367  -4.2625
C  -1.0377  1.0846  -3.2976
C  -0.5701  0.7316  -2.0144
O  -0.3442  1.6012  -1.1017
C  -0.3569  -0.6682  -1.7419
N  0.0015  -1.0047  -0.4806
C  0.1676  -2.2755  -0.1851
C  0.0187  -3.3029  -1.1225
C  -0.3307  -2.9820  -2.4112
C  -0.5309  -1.6360  -2.7555
H  -5.9127  -1.9191  -3.7268
H  -3.4665  -2.1221  -3.7312
H  -3.4428  -1.8941  -8.0177
H  -5.9185  -1.7253  -8.0054
H  -1.6563  0.4337  -5.2358
H  -1.2206  2.1333  -3.4897
H  0.4240  -2.5119  0.8426
H  0.1474  -4.3321  -0.8183
H  -0.4698  -3.7409  -3.1695
S  -1.2678  3.1380  1.1323
C  -2.4233  2.6047  2.2831
C  -3.0845  3.6398  3.0031
N  -3.5926  4.5197  3.5417
C  -2.7590  1.2834  2.4411
S  -2.0671  0.0427  1.4863
C  -3.7544  0.8843  3.3765
N  -4.5540  0.5292  4.1226
C  2.6056  3.8902  1.6819
N  2.3199  4.0181  3.0905
C  3.4930  4.0750  3.9243
C  1.1652  3.3393  3.6462
C  1.1976  1.8106  3.7577
C  1.7646  1.3298  4.9420
C  1.7715  -0.0140  5.2676
C  1.1859  -0.9180  4.4022
C  0.6527  -0.4645  3.2032
C  0.6568  0.8923  2.8261
H  2.8115  4.8770  1.2531
H  1.7479  3.4808  1.1506
H  3.4692  3.2449  1.4871
H  4.1775  4.8268  3.5271
H  4.0352  3.1157  3.9771
H  3.2077  4.3698  4.9355
H  0.2941  3.6431  3.0730
H  1.0399  3.7356  4.6571
H  2.1821  2.0431  5.6433
H  2.1781  -0.3450  6.2145
H  1.1300  -1.9709  4.6533
H  0.1730  -1.1852  2.5466
S  2.6073  0.7404  -0.0037
C  3.2488  -0.7482  0.4259
N  3.2165  -1.3367  1.6198
C  3.8657  -2.6404  1.6200
C  4.5568  -2.6676  0.2430
N  3.9588  -1.5161  -0.4205
H  2.6138  -1.0134  2.3649
H  3.1335  -3.4447  1.7284
H  4.5751  -2.7079  2.4438
H  4.3405  -3.5843  -0.3042
H  5.6398  -2.5586  0.3313
H  4.2812  -1.1654  -1.3050

Mulliken population analysis, charges in e, atoms 1 to 8:
1. Ru 0.41
2. Br -0.19
3. C 0.13
4. C -0.70
5. C 0.08
6. C 0.34
7. C -0.46
8. C -0.41